# 1
This record from OMol25 describes C23H18BrCoN4O4S as an isolated structure. The level of theory is wB97M-V/def2-TZVPD.

Geometry as ORCA input:
```
! RIJCOSX wB97M-V def2-TZVPD def2/J DEFGRID3
* xyz 1 2
Co -0.369 -0.278 0.140
O -5.122 0.829 3.849
C -4.052 0.656 3.066
C -2.750 0.974 3.450
C -1.731 0.750 2.554
N -1.914 0.242 1.325
C -3.168 -0.059 0.985
Br -3.442 -0.795 -0.727
C -4.263 0.128 1.798
H -4.874 1.191 4.708
H -2.530 1.383 4.427
H -0.712 0.983 2.825
H -5.258 -0.132 1.468
O -0.670 -2.028 0.770
N 0.065 -3.011 0.220
C -0.104 -4.251 0.731
C 0.587 -5.309 0.219
C 1.469 -5.083 -0.845
C 1.620 -3.817 -1.346
C 0.901 -2.741 -0.802
S 1.013 -1.117 -1.354
H -0.811 -4.300 1.545
H 0.444 -6.292 0.640
H 2.031 -5.904 -1.269
H 2.292 -3.608 -2.165
O 5.482 -1.183 5.633
C 4.472 -1.842 5.032
O 4.171 -2.944 5.387
C 3.648 -1.072 4.038
C 4.141 -0.001 3.301
C 3.340 0.639 2.370
C 2.031 0.211 2.182
C 1.543 -0.885 2.889
C 2.349 -1.518 3.816
N 1.158 0.807 1.236
C 1.273 2.018 0.879
C 0.400 2.491 -0.205
C 0.417 3.799 -0.650
C -0.389 4.147 -1.726
C -1.162 3.168 -2.320
C -1.125 1.876 -1.810
N -0.374 1.545 -0.765
H 5.491 -0.252 5.383
H 5.172 0.317 3.402
H 3.757 1.433 1.764
H 0.543 -1.246 2.684
H 1.995 -2.377 4.369
H 1.997 2.711 1.306
H 1.056 4.526 -0.168
H -0.400 5.162 -2.097
H -1.789 3.385 -3.173
H -1.706 1.081 -2.254
*
```

Summary:
Gap between HOMO and LUMO (spin up / spin down): 0.2518 / 0.2551 Ha
LUMO energy (spin up / spin down): -3.75 / -3.74 eV
Highest occupied orbital energy (spin up / spin down): -10.606 / -10.678 eV
Energy above the lowest of the compared OMol25 structures with the same formula, charge and spin: 0.00 kJ/mol

# 2
This record from OMol25 describes one molecule with the formula C23H18N2. The level of theory is wB97M-V/def2-TZVPD.

Geometry as ORCA input:
```
! RIJCOSX wB97M-V def2-TZVPD def2/J DEFGRID3
* xyz 0 1
C -1.781 -0.425 0.046
N -0.856 0.265 -0.486
C 0.471 -0.094 -0.459
C 0.919 -1.415 -0.571
C 2.266 -1.695 -0.602
C 3.216 -0.676 -0.494
N 4.557 -1.010 -0.539
C 5.647 -0.302 -0.065
C 6.908 -0.578 -0.600
C 8.027 0.086 -0.141
C 7.916 1.033 0.864
C 6.674 1.291 1.419
C 5.548 0.629 0.970
C 2.770 0.647 -0.422
C 1.423 0.929 -0.416
C -3.172 -0.039 -0.072
C -3.530 1.104 -0.827
C -4.835 1.475 -0.946
C -5.863 0.732 -0.321
C -7.220 1.092 -0.427
C -8.191 0.352 0.191
C -7.846 -0.783 0.943
C -6.538 -1.159 1.064
C -5.513 -0.416 0.439
C -4.158 -0.777 0.546
H -1.584 -1.329 0.640
H 0.200 -2.216 -0.672
H 2.600 -2.719 -0.710
H 4.770 -1.896 -0.973
H 6.999 -1.319 -1.383
H 8.993 -0.136 -0.571
H 8.791 1.556 1.218
H 6.580 2.009 2.221
H 4.593 0.810 1.439
H 3.486 1.453 -0.409
H 1.079 1.950 -0.364
H -2.736 1.661 -1.298
H -5.108 2.348 -1.523
H -7.482 1.966 -1.006
H -9.230 0.634 0.105
H -8.626 -1.356 1.424
H -6.268 -2.031 1.642
H -3.897 -1.652 1.127
*
```

Summary:
Gap between HOMO and LUMO: 0.2660 Ha
LUMO energy: -0.01 eV
Highest occupied orbital energy: -7.246 eV
SMILES: C(=N\c1ccc(Nc2ccccc2)cc1)/c1ccc2ccccc2c1
Energy above the lowest of the compared OMol25 structures with the same formula, charge and spin: 14.37 kJ/mol

# 3
This record from OMol25 describes one molecule with the formula C23H18N2O6. The level of theory is wB97M-V/def2-TZVPD.

Geometry as ORCA input:
```
! RIJCOSX wB97M-V def2-TZVPD def2/J DEFGRID3
* xyz 0 1
H 3.216 0.698 2.126
N 3.146 1.087 1.180
C 1.966 0.900 0.624
O 1.763 1.433 -0.594
C 0.765 0.991 -1.419
C -0.022 -0.100 -0.962
C -1.085 -0.505 -1.943
O -1.697 -1.517 -1.663
O -1.441 0.286 -2.991
C -0.637 1.310 -3.421
C -0.863 1.908 -4.591
C -0.104 3.002 -5.000
C 1.092 3.437 -4.331
C 1.294 2.786 -3.146
C 0.510 1.641 -2.684
C -0.019 -0.756 0.459
C -1.347 -1.296 1.203
O -2.299 -0.503 1.503
N -1.310 -2.638 1.450
C -2.402 -3.532 1.070
C -0.038 -3.080 1.074
C 0.636 -4.289 1.081
C 1.824 -4.533 0.356
C 2.418 -3.480 -0.411
C 1.856 -2.231 -0.261
C 0.623 -2.044 0.392
C 0.837 0.238 1.343
C -0.076 1.299 1.978
O -0.311 2.154 1.195
O -0.308 1.391 3.365
C -1.468 2.084 3.782
C -1.465 3.636 3.632
H -1.703 1.650 -5.009
H -0.436 3.401 -5.982
H 1.747 4.207 -4.702
H 2.204 3.131 -2.665
H -1.992 -4.374 0.425
H -3.218 -3.051 0.582
H -2.706 -4.001 2.033
H 0.234 -5.131 1.573
H 2.423 -5.442 0.324
H 3.260 -3.611 -1.076
H 2.198 -1.421 -0.938
H 1.299 -0.343 2.209
H -2.335 1.536 3.290
H -1.505 1.728 4.826
H -2.284 4.066 4.229
H -1.694 3.866 2.554
H -0.546 4.013 3.932
*
```

Summary:
Gap between HOMO and LUMO: 0.3035 Ha
LUMO energy: -0.43 eV
Highest occupied orbital energy: -8.691 eV
SMILES: [H]/N=C1/Oc2c(c(=O)oc3ccccc23)[C@]2(C(=O)N(C)c3ccccc32)[C@@H]1C(=O)OCC
Energy above the lowest of the compared OMol25 structures with the same formula, charge and spin: 293.08 kJ/mol

# 4
This record from OMol25 describes one molecule with the formula C23H18O7. The level of theory is wB97M-V/def2-TZVPD.

Geometry as ORCA input:
```
! RIJCOSX wB97M-V def2-TZVPD def2/J DEFGRID3
* xyz 0 1
C -2.812 -1.924 2.892
C -2.218 -1.712 1.502
O -2.661 -0.513 0.901
C -3.839 -0.492 0.204
C -4.764 -1.524 0.156
C -5.943 -1.388 -0.560
C -6.219 -0.218 -1.238
C -5.298 0.815 -1.217
C -4.112 0.686 -0.516
O -3.274 1.779 -0.488
C -1.924 1.552 -0.475
C -1.140 2.389 0.249
C -1.671 3.536 1.043
O 0.206 2.274 0.301
C 0.806 1.240 -0.323
C 2.189 1.120 -0.158
C 2.850 0.076 -0.773
O 4.200 -0.184 -0.680
C 5.099 0.606 -0.049
O 4.868 1.652 0.496
C 6.421 -0.021 -0.136
C 6.827 -1.206 -0.707
C 8.212 -1.294 -0.475
C 8.546 -0.163 0.216
O 7.478 0.604 0.424
C 2.144 -0.849 -1.559
C 0.790 -0.718 -1.720
C 0.092 0.325 -1.101
C -1.359 0.464 -1.279
O -2.017 -0.247 -2.022
H -2.399 -2.829 3.330
H -3.894 -2.015 2.845
H -2.566 -1.079 3.529
H -1.132 -1.593 1.579
H -2.423 -2.567 0.848
H -4.578 -2.449 0.679
H -6.645 -2.208 -0.579
H -7.139 -0.109 -1.791
H -5.477 1.735 -1.750
H -2.695 3.329 1.339
H -1.047 3.696 1.919
H -1.663 4.446 0.444
H 2.705 1.846 0.447
H 6.204 -1.908 -1.221
H 8.870 -2.083 -0.777
H 9.485 0.185 0.599
H 2.692 -1.651 -2.026
H 0.223 -1.412 -2.322
*
```

Summary:
Gap between HOMO and LUMO: 0.2966 Ha
LUMO energy: 0.10 eV
Highest occupied orbital energy: -7.971 eV
SMILES: CCOc1ccccc1Oc1c(C)oc2cc(OC(=O)c3ccco3)ccc2c1=O
Energy above the lowest of the compared OMol25 structures with the same formula, charge and spin: 103.20 kJ/mol

# 5
This record from OMol25 describes C23H19BrMgN6O3S5 as an isolated structure. The level of theory is wB97M-V/def2-TZVPD.

Geometry as ORCA input:
```
! RIJCOSX wB97M-V def2-TZVPD def2/J DEFGRID3
* xyz -2 1
Mg 0.524 0.549 -1.100
S 4.205 -4.944 -4.078
C 3.190 -4.028 -3.098
S 3.721 -3.069 -1.787
C 2.195 -2.357 -1.303
C 1.123 -2.750 -2.048
S -0.506 -2.170 -1.920
S 1.502 -3.898 -3.318
S 2.208 -1.205 -0.003
C -3.514 0.895 3.937
N -2.145 0.979 3.444
N -1.869 0.037 2.443
C -1.219 0.665 1.380
O -0.806 0.041 0.415
C -1.160 2.069 1.717
C -1.735 2.208 2.922
C -1.977 3.458 3.693
C -1.689 -1.323 2.798
C -1.579 -1.685 4.138
C -1.403 -3.019 4.478
C -1.312 -3.988 3.491
C -1.398 -3.612 2.157
C -1.599 -2.290 1.797
H -3.711 -0.121 4.273
H -4.242 1.161 3.162
H -3.621 1.569 4.786
H -0.646 2.822 1.135
H -1.390 4.259 3.248
H -1.681 3.340 4.737
H -3.031 3.746 3.666
H -1.598 -0.921 4.903
H -1.312 -3.293 5.523
H -1.153 -5.025 3.758
H -1.292 -4.348 1.369
H -1.624 -2.013 0.753
C 3.309 2.938 0.719
C 1.811 3.002 0.442
O 1.135 3.891 0.975
O 1.369 2.094 -0.332
H 3.574 3.582 1.555
H 3.842 3.267 -0.175
H 3.603 1.905 0.909
N -1.089 1.531 -2.074
C -1.916 1.969 -2.767
N -2.929 2.379 -3.454
C -2.859 3.357 -4.327
N -2.918 4.211 -5.113
Br 4.133 0.880 -2.201
C 2.876 0.068 -3.356
C 3.377 -0.681 -4.410
C 2.469 -1.211 -5.308
C 1.123 -0.940 -5.137
C 0.728 -0.217 -4.028
N 1.590 0.269 -3.121
H 4.439 -0.851 -4.497
H 2.816 -1.832 -6.124
H 0.373 -1.325 -5.812
H -0.314 -0.025 -3.833
*
```

Summary:
Gap between HOMO and LUMO: 0.1851 Ha
LUMO energy: 3.91 eV
Highest occupied orbital energy: -1.125 eV

# 6
This record from OMol25 describes C23H19BrMnN6O2S as an isolated structure. The level of theory is wB97M-V/def2-TZVPD.

Geometry as ORCA input:
```
! RIJCOSX wB97M-V def2-TZVPD def2/J DEFGRID3
* xyz 1 5
Mn -0.189 -0.616 0.170
N -2.428 -4.327 -0.182
C -1.633 -3.254 -0.298
S -1.521 -2.232 1.126
N -1.003 -3.106 -1.447
N -0.257 -1.977 -1.442
C 0.310 -1.562 -2.515
C 1.090 -0.317 -2.400
C 1.816 0.197 -3.463
C 2.539 1.365 -3.280
C 2.521 1.990 -2.042
C 1.768 1.425 -1.029
N 1.071 0.304 -1.199
H -3.065 -4.397 0.592
H -2.625 -4.858 -1.015
H 0.210 -2.090 -3.458
H 1.805 -0.316 -4.414
H 3.110 1.785 -4.097
H 3.068 2.903 -1.862
H 1.709 1.886 -0.050
N 0.248 0.529 2.097
C 1.606 0.298 2.518
C 2.268 1.079 3.419
C 3.591 0.767 3.807
C 4.214 -0.339 3.307
C 3.554 -1.164 2.365
C 4.136 -2.332 1.818
C 3.439 -3.074 0.909
C 2.167 -2.629 0.503
N 1.602 -1.546 0.982
C 2.257 -0.823 1.941
H -0.400 0.103 2.759
H 0.020 1.519 2.082
H 1.767 1.932 3.860
H 4.095 1.399 4.524
H 5.214 -0.602 3.624
H 5.128 -2.628 2.133
H 3.846 -3.978 0.482
H 1.605 -3.178 -0.244
Br -3.916 5.319 0.950
C -4.292 3.757 -0.052
C -5.491 3.654 -0.739
C -5.752 2.503 -1.469
C -4.830 1.470 -1.508
C -3.633 1.585 -0.813
C -3.360 2.736 -0.082
C -2.648 0.452 -0.863
O -2.859 -0.572 -1.475
O -1.531 0.684 -0.200
H -6.208 4.462 -0.703
H -6.686 2.417 -2.008
H -5.020 0.566 -2.071
H -2.427 2.830 0.451
*
```

Summary:
Gap between HOMO and LUMO (spin up / spin down): 0.2458 / 0.2643 Ha
LUMO energy (spin up / spin down): -4.22 / -3.71 eV
Highest occupied orbital energy (spin up / spin down): -10.907 / -10.905 eV
Energy above the lowest of the compared OMol25 structures with the same formula, charge and spin: 0.00 kJ/mol

# 7
This record from OMol25 describes C23H19CoN5O2S2 as an isolated structure. The level of theory is wB97M-V/def2-TZVPD.

Geometry as ORCA input:
```
! RIJCOSX wB97M-V def2-TZVPD def2/J DEFGRID3
* xyz 1 5
Co -1.786 -0.694 -1.347
C -3.651 -5.775 0.180
S -2.559 -5.343 -1.192
C -2.627 -3.629 -1.226
S -1.851 -2.808 -2.472
N -3.346 -3.027 -0.214
N -3.252 -1.722 -0.268
C -3.853 -1.018 0.648
C -3.739 0.420 0.503
C -4.332 1.296 1.393
C -4.181 2.663 1.181
C -3.448 3.093 0.096
C -2.873 2.146 -0.754
N -3.017 0.846 -0.563
H -3.662 -6.863 0.191
H -4.655 -5.402 -0.004
H -3.262 -5.401 1.121
H -4.400 -1.482 1.464
H -4.894 0.915 2.236
H -4.630 3.373 1.862
H -3.302 4.145 -0.104
H -2.269 2.448 -1.600
O -0.374 -1.835 2.196
C 0.153 -1.157 1.345
N 1.392 -0.580 1.377
C 1.712 0.205 0.191
C 0.404 -0.025 -0.564
O 0.030 0.411 -1.687
N -0.427 -0.793 0.122
C 2.915 -0.346 -0.583
C 3.048 -0.110 -1.947
C 4.168 -0.563 -2.629
C 5.168 -1.247 -1.956
C 5.042 -1.479 -0.595
C 3.920 -1.032 0.088
C 1.914 1.693 0.500
C 1.695 2.657 -0.480
C 1.933 3.997 -0.210
C 2.398 4.389 1.037
C 2.625 3.431 2.013
C 2.383 2.091 1.746
H 1.996 -0.711 2.167
H 2.274 0.423 -2.484
H 4.256 -0.378 -3.692
H 6.042 -1.598 -2.489
H 5.817 -2.011 -0.059
H 3.844 -1.232 1.148
H 1.344 2.363 -1.460
H 1.763 4.736 -0.982
H 2.590 5.434 1.244
H 2.994 3.724 2.987
H 2.567 1.364 2.526
*
```

Summary:
Gap between HOMO and LUMO (spin up / spin down): 0.2435 / 0.1653 Ha
LUMO energy (spin up / spin down): -4.55 / -6.67 eV
Highest occupied orbital energy (spin up / spin down): -11.172 / -11.172 eV
Energy above the lowest of the compared OMol25 structures with the same formula, charge and spin: 0.00 kJ/mol

# 8
This record from OMol25 describes C23H19MnN7O5PSe2 as an isolated structure. The level of theory is wB97M-V/def2-TZVPD.

Geometry as ORCA input:
```
! RIJCOSX wB97M-V def2-TZVPD def2/J DEFGRID3
* xyz 1 4
Mn 0.393 -0.336 1.309
Se -1.942 2.221 8.017
N -2.089 2.828 6.353
C -1.496 1.965 5.575
C -1.411 2.119 4.126
C -1.934 3.196 3.410
C -1.775 3.230 2.040
C -1.101 2.195 1.403
N -0.606 1.165 2.083
C -0.750 1.124 3.420
C -0.157 -0.036 4.076
N 0.435 -0.924 3.253
C 1.013 -1.997 3.779
C 1.021 -2.228 5.151
C 0.403 -1.333 5.996
C -0.209 -0.202 5.453
C -0.900 0.824 6.230
N -1.020 0.783 7.528
H -2.451 3.985 3.940
H -2.163 4.050 1.453
H -0.946 2.174 0.332
H 1.472 -2.687 3.084
H 1.507 -3.113 5.535
H 0.383 -1.488 7.066
O 4.359 2.837 -1.930
C 3.593 2.193 -1.279
C 2.262 1.610 -1.771
O 1.817 1.703 -2.906
C 1.690 0.947 -0.623
C 2.523 1.001 0.475
O 2.154 0.387 1.558
C 3.752 1.773 0.196
O 4.670 2.031 0.922
O 0.557 0.269 -0.513
C -1.039 -0.721 -5.594
N -0.123 -0.045 -4.578
C 1.076 -0.974 -4.328
N 0.645 -2.262 -3.916
C -0.252 -2.842 -4.909
N -1.433 -2.011 -5.142
C -2.312 -1.974 -3.961
P -1.505 -1.246 -2.444
C -0.878 0.262 -3.318
C 0.058 -2.244 -2.573
H -0.471 -0.798 -6.521
H -1.900 -0.068 -5.737
H 0.246 0.832 -4.948
H 1.690 -0.482 -3.580
H 1.607 -1.027 -5.279
H -0.571 -3.827 -4.574
H 0.289 -2.951 -5.851
H -2.638 -2.992 -3.745
H -3.210 -1.401 -4.203
H -0.204 0.813 -2.669
H -1.716 0.904 -3.594
H -0.162 -3.269 -2.267
H 0.780 -1.844 -1.861
Se -1.029 -2.094 0.851
*
```

Summary:
Gap between HOMO and LUMO (spin up / spin down): 0.2562 / 0.2468 Ha
LUMO energy (spin up / spin down): -3.63 / -4.12 eV
Highest occupied orbital energy (spin up / spin down): -10.596 / -10.839 eV
Energy above the lowest of the compared OMol25 structures with the same formula, charge and spin: 22.47 kJ/mol

# 9
This record from OMol25 describes C23H19N3O3S as an isolated structure. The level of theory is wB97M-V/def2-TZVPD.

Geometry as ORCA input:
```
! RIJCOSX wB97M-V def2-TZVPD def2/J DEFGRID3
* xyz 0 1
C -7.785 5.762 3.654
H -8.310 4.930 3.880
O -6.527 5.839 3.847
C -5.580 4.942 3.221
C -4.078 5.106 3.528
C -3.228 4.024 2.998
C -3.640 3.024 2.137
C -5.100 3.156 1.539
C -5.981 3.979 2.146
H -7.049 3.960 2.008
H -5.572 2.251 0.796
C -2.804 2.194 1.191
N -1.421 2.351 1.632
C -1.144 1.140 0.787
C 0.264 0.784 0.553
C 0.453 -0.442 -0.189
C -0.605 -0.786 -0.861
C -1.918 -0.413 -0.779
C -2.279 0.721 -0.006
O -3.289 1.220 0.474
H -2.747 -0.728 -1.500
H -0.515 -1.864 -1.687
N 1.542 -1.029 -0.563
C 2.839 -0.890 0.013
S 3.283 0.479 0.769
N 3.785 -1.501 -0.564
C 3.877 -2.468 -1.389
O 2.570 -2.909 -2.112
C 5.150 -3.335 -1.707
C 4.930 -4.317 -2.726
C 5.178 -4.074 -4.235
C 5.144 -4.975 -5.189
C 4.534 -6.302 -4.728
C 4.368 -6.480 -3.367
C 4.502 -5.545 -2.431
H 3.995 -5.838 -1.492
H 3.869 -7.375 -3.242
H 4.398 -7.244 -5.294
H 5.318 -4.891 -6.146
H 5.616 -3.286 -4.477
H 5.433 -3.673 -0.646
H 5.800 -2.741 -2.033
H 4.861 -1.399 -0.179
H 1.717 -1.680 -1.152
H 1.079 1.066 1.086
H -2.332 4.201 3.271
H -3.871 5.698 4.395
H -8.147 6.688 4.367
H -7.997 6.076 2.407
*
```

Summary:
Gap between HOMO and LUMO: 0.2522 Ha
LUMO energy: -0.85 eV
Highest occupied orbital energy: -7.714 eV
Energy above the lowest of the compared OMol25 structures with the same formula, charge and spin: 1720.43 kJ/mol